Entry 1:
Formula: C4H5NO
Source: the OMol25 dataset
Level of theory: ωB97M-V/def2-TZVPD

CARTESIAN COORDINATES (ANGSTROEM)
H 1.548 2.446 1.352
N 1.088 1.743 0.782
C 0.877 0.686 1.446
O 0.277 -0.390 0.912
C -0.086 -0.181 -0.452
C -0.890 -1.262 -1.008
C -1.670 -1.886 -1.678
H 1.133 0.493 2.490
H 0.819 -0.011 -1.043
H -0.691 0.727 -0.519
H -2.405 -2.364 -2.281

## Properties
frontier orbital gap	11.1089	eV
HOMO level	-10.145	eV
E_LUMO	0.96	eV
SMILES	[H]/N=C/OCC#C

Entry 2:
Formula: C4H5NO
Source: the OMol25 dataset
Level of theory: ωB97M-V/def2-TZVPD

CARTESIAN COORDINATES (ANGSTROEM)
O -0.461 -0.336 -1.768
C 0.172 -0.309 -0.742
C 0.007 -1.323 0.310
C -0.592 -0.510 1.195
N -0.303 0.866 1.071
C 0.640 0.968 -0.046
H -0.257 -2.355 0.127
H -1.441 -0.821 1.782
H -0.022 1.296 1.944
H 0.475 1.838 -0.683
H 1.691 0.915 0.271

## Properties
frontier orbital gap	9.9489	eV
HOMO level	-9.092	eV
E_LUMO	0.86	eV
SMILES	O=C1C=CNC1

Entry 3:
Formula: C4H5NO
Source: the OMol25 dataset
Level of theory: ωB97M-V/def2-TZVPD

CARTESIAN COORDINATES (ANGSTROEM)
C -1.733 -0.105 0.125
C -0.358 0.518 0.090
C -0.114 1.797 0.157
C 0.828 -0.431 0.108
O 0.700 -1.573 0.498
N 2.000 0.093 -0.332
H -1.892 -0.707 -0.773
H -2.516 0.653 0.193
H -1.787 -0.765 0.994
H 2.821 -0.492 -0.315
H 2.050 1.012 -0.745

## Properties
frontier orbital gap	9.6690	eV
HOMO level	-10.434	eV
E_LUMO	-0.77	eV

Entry 4:
Formula: C4H5NO
Source: the OMol25 dataset
Level of theory: ωB97M-V/def2-TZVPD

CARTESIAN COORDINATES (ANGSTROEM)
H -2.261 0.510 -0.300
N -2.215 -0.333 0.282
C -0.993 -0.692 0.491
C 0.224 -0.008 0.001
C 0.269 1.332 -0.031
C 1.419 -0.802 -0.381
O 2.510 -0.308 -0.647
H -0.810 -1.611 1.074
H 1.164 1.856 -0.361
H -0.564 1.948 0.290
H 1.257 -1.892 -0.420

## Properties
frontier orbital gap	9.5904	eV
HOMO level	-10.200	eV
E_LUMO	-0.61	eV
SMILES	[H]/N=C\C(=C)C=O

Entry 5:
Formula: C4H5NO
Source: the OMol25 dataset
Level of theory: ωB97M-V/def2-TZVPD

CARTESIAN COORDINATES (ANGSTROEM)
N 2.643 -0.815 0.812
C 1.620 -0.583 0.319
C 0.331 -0.354 -0.320
C -0.937 -0.512 0.550
O -1.358 0.824 0.263
C -0.189 1.089 -0.517
H 0.300 -0.930 -1.247
H -0.752 -0.670 1.618
H -1.648 -1.260 0.183
H 0.422 1.896 -0.099
H -0.433 1.316 -1.562

## Properties
frontier orbital gap	11.2209	eV
HOMO level	-10.444	eV
E_LUMO	0.78	eV
SMILES	N#CC1COC1

Entry 6:
Formula: C4H5NO
Source: the OMol25 dataset
Level of theory: ωB97M-V/def2-TZVPD

CARTESIAN COORDINATES (ANGSTROEM)
C 2.018 -0.661 -1.238
C 0.852 -0.322 -0.428
C -0.086 0.070 0.223
C -1.101 0.846 0.936
N -2.297 0.230 1.134
O -0.877 1.988 1.295
H 1.891 -0.247 -2.244
H 2.179 -1.739 -1.327
H 2.914 -0.209 -0.800
H -3.023 0.767 1.584
H -2.470 -0.723 0.865

## Properties
frontier orbital gap	10.7268	eV
HOMO level	-9.848	eV
E_LUMO	0.88	eV
SMILES	CC#CC(N)=O

Entry 7:
Formula: C4H5NO
Source: the OMol25 dataset
Level of theory: ωB97M-V/def2-TZVPD

CARTESIAN COORDINATES (ANGSTROEM)
C 0.165 -0.014 0.582
C -1.261 1.074 -0.996
C -1.018 0.644 0.256
C 1.727 -1.255 0.710
N 0.663 -0.674 1.531
O 1.267 -0.916 -0.584
H -2.165 1.344 -1.387
H -0.613 1.193 -1.855
H -1.898 0.627 0.992
H 2.752 -0.653 0.855
H 1.812 -2.344 0.713

## Properties
frontier orbital gap	9.6146	eV
HOMO level	-9.752	eV
E_LUMO	-0.14	eV

Entry 8:
Formula: C4H5NO
Source: the OMol25 dataset
Level of theory: ωB97M-V/def2-TZVPD

CARTESIAN COORDINATES (ANGSTROEM)
C -1.132 -0.302 -0.192
C -0.061 0.681 -0.703
C 1.057 0.590 0.282
O 1.894 1.265 0.806
C 0.995 -0.779 0.825
N 1.459 -1.676 1.397
H -0.700 -1.276 0.756
H -1.501 -0.864 -1.059
H -1.906 0.259 0.339
H -0.383 1.722 -0.746
H 0.279 0.380 -1.703

## Properties
frontier orbital gap	10.6243	eV
HOMO level	-10.728	eV
E_LUMO	-0.10	eV

Entry 9:
Formula: C4H5NO
Source: the OMol25 dataset
Level of theory: ωB97M-V/def2-TZVPD

CARTESIAN COORDINATES (ANGSTROEM)
H -2.126 0.721 -0.062
N -2.122 0.054 0.712
C -0.890 -0.085 0.482
C -0.037 0.632 -0.640
C 1.129 -0.267 -0.221
C 0.320 -0.880 0.930
O 0.562 -1.643 1.820
H -0.362 0.519 -1.691
H 0.132 1.712 -0.487
H 2.016 0.254 0.124
H 1.377 -1.018 -0.968

## Properties
frontier orbital gap	9.5874	eV
HOMO level	-9.993	eV
E_LUMO	-0.41	eV
SMILES	[H]/N=C1\CCC1=O

Entry 10:
Formula: C4H5NO
Source: the OMol25 dataset
Level of theory: ωB97M-V/def2-TZVPD

CARTESIAN COORDINATES (ANGSTROEM)
O -0.883 -0.591 2.144
C -0.334 -0.244 1.134
C -0.406 1.137 0.484
C -0.532 -0.387 -1.026
N 0.783 0.273 -0.738
C 0.400 -0.910 0.041
H -1.391 1.583 0.343
H 0.339 1.873 0.797
H -0.593 -1.041 -1.902
H 1.621 0.120 -1.307
H 0.997 -1.812 0.031

## Properties
frontier orbital gap (alpha / beta)	7.4185 / 7.4215	eV
HOMO level (alpha / beta)	-7.681 / -7.683	eV
E_LUMO (alpha / beta)	-0.26 / -0.26	eV

Calculated energy above the lowest of the compared OMol25 structures with the same formula, charge and spin in order - 247.0 155.3 296.1 155.0 155.2 115.4 426.3 284.2 202.1 658.4 kJ/mol